# 1
# C5H41N2O14

A cluster of 15 separate species, C5H41N2O14 in total (ωB97M-V with the def2-TZVPD basis set, OMol25).

- total charge = +1
- ΔE to the lowest compared entry with this formula, charge and spin (kcal/mol) = 156.7
- E_LUMO (hartree) = -0.109

Structure (XYZ):
```
62
Properties=species:S:1:pos:R:3:mulliken_charge:R:1
O -2.8740 -3.2104 0.2213 -0.63
H 3.3087 -0.1792 1.7415 0.27
O 0.5440 4.2346 0.4546 -0.58
N 1.2562 1.0913 -2.4040 -0.49
H 1.0428 1.6067 -3.2354 0.20
O 1.5887 -2.8982 4.0113 -0.65
H 0.1855 3.2583 2.3734 0.24
O -3.3102 -1.4189 -1.3727 -0.78
H -0.7288 2.5692 3.3898 0.27
C 0.0138 0.8490 -1.6250 -0.37
H 0.4204 5.1340 0.4050 0.26
O 1.6676 -1.5628 -0.1304 -0.51
O 0.0157 2.5287 2.8200 -0.48
H -3.8718 -1.8940 -0.7576 0.33
H -1.9455 -3.2937 0.1392 0.32
H -2.0601 2.0679 -2.6812 0.48
H -3.1748 -4.1176 -0.2039 0.32
H 0.9588 -1.0536 1.4788 0.18
C -1.1944 0.4957 0.6264 -1.42
H -1.9172 -0.4250 3.5815 0.64
H 1.7707 1.7865 -1.8658 0.31
C -0.0928 0.7813 -0.3075 0.67
H -1.1833 -1.5719 0.9371 -1.03
H 0.6355 -1.4117 3.0614 0.49
H -2.2247 2.7137 -4.0562 0.36
H -1.6627 1.3698 1.1235 0.33
C -2.0817 -0.7360 2.6494 -1.78
H -2.9324 -0.2296 2.2586 0.44
H 3.9357 3.2383 -1.0012 0.25
O -2.1187 2.9505 -3.0716 -0.71
H 1.0927 -3.6737 3.8368 0.29
H 0.7235 1.1966 0.4716 -0.49
H -4.0325 1.1767 -2.5878 0.26
O -3.3374 0.7042 -2.9044 -0.65
H 2.5618 -4.6258 0.1639 0.29
H 2.2309 -0.7868 -3.1524 0.31
O 1.9834 -4.2377 0.8486 -0.58
H 2.8241 2.7135 -0.1407 0.28
H -0.7216 0.3905 -2.3747 0.52
H 0.5577 4.0487 -0.5711 0.35
H 0.1286 -3.4859 -0.3959 0.25
H -2.4200 -1.7883 2.8456 0.35
H -3.2051 -0.1431 -2.4958 0.37
C -0.9362 -0.6559 1.6268 1.58
O 2.9008 -0.6671 -2.5651 -0.74
H 2.1426 -1.2013 -0.8458 0.22
H 1.8076 -2.4746 -0.0511 0.20
H -0.8593 3.5587 -2.5738 0.39
H 2.6468 1.1604 2.2867 0.31
H -2.5650 -2.0343 -1.4965 0.30
H 1.9172 -4.8399 1.6469 0.26
H -2.1072 0.0816 -0.0091 0.50
O 0.0888 3.6322 -2.1191 -0.63
H 2.5724 -3.0312 3.9436 0.32
H 3.0212 0.2564 -2.4930 0.38
H 0.6093 0.2312 2.5070 0.40
O 2.6648 0.5466 1.5394 -0.57
O 3.0537 3.1182 -0.9862 -0.60
H 0.0984 -2.3232 -1.3284 0.27
O -0.4417 -2.7512 -0.6845 -0.62
N 0.3976 -0.7756 2.2398 0.33
H 0.6311 4.0072 -2.7417 0.23
```



# 2
# C27H44IrN3OP3

A structure of composition C27H44IrN3OP3 (ωB97M-V with the def2-TZVPD basis set, OMol25).

- total charge = +4
- ΔE to the lowest compared entry with this formula, charge and spin (kcal/mol) = 49.0
- 2S+1 = 6
- E_LUMO (spin up / spin down) (hartree) = -0.435 / -0.564

Structure (XYZ):
```
79
Properties=species:S:1:pos:R:3:mulliken_spin:R:1
H 3.9890 -1.0233 0.2549 0.00
H -1.4062 -2.0078 -0.1042 0.01
H 1.2565 -2.9219 -2.1774 0.00
H 1.9742 -1.6168 2.2828 0.00
C -3.7567 -3.2058 -0.6351 0.00
H 3.6791 -1.2707 -1.4742 0.00
C 4.1112 -0.1482 3.1214 0.15
H -1.9193 -0.8707 -2.8512 0.00
C -2.3227 1.1027 0.3190 0.00
C -4.6334 -4.1196 -1.2246 0.07
H -2.1765 2.1724 0.4206 -0.02
H 3.2688 2.1120 -2.1964 0.00
H 1.8169 -3.2554 1.6293 0.00
H -0.6816 -1.4202 -3.9991 0.00
C -1.8827 -1.0466 0.0087 0.01
C -0.0772 3.8367 -1.1177 0.01
C 1.1274 -3.0643 -1.1016 0.01
H -1.8958 2.4635 3.4464 0.00
P 1.6730 -1.5900 -0.1303 0.35
C -5.9296 -3.7409 -1.5853 0.15
P 1.4079 2.7454 -0.7944 0.29
C 1.7329 -0.2954 -3.4698 0.03
N -7.5545 -5.4574 -2.6551 0.35
H -0.8416 3.3422 -1.7311 0.01
H 3.0663 2.9929 0.9130 0.00
H 2.2274 -1.2172 -3.1576 0.00
H 0.0300 2.3555 -3.4726 0.00
H -2.7480 -3.5162 -0.3415 0.00
H 4.4693 -1.0370 2.6031 0.00
H 4.4143 1.6039 6.0202 0.00
H 2.7325 4.5487 0.0370 0.01
N -3.2431 -0.9035 -0.0210 0.03
C 2.4976 2.8952 -2.2585 0.02
C -6.8212 -4.6834 -2.1772 0.05
C 4.5470 0.1604 4.3912 0.02
H -4.5089 0.8565 0.1373 0.00
C 3.0809 2.0915 4.4377 0.01
H -7.3627 -2.1245 -1.6281 0.00
H 2.6570 2.9559 4.9344 0.00
H -0.1091 0.5324 5.1112 0.00
C 2.5893 1.7898 3.1952 0.16
H 0.0827 -3.3200 -0.8980 0.00
H 0.3641 -2.2063 1.8263 0.00
H -0.5270 4.0951 -0.1486 0.00
H 1.5865 3.9556 1.2756 0.00
Ir 0.7495 0.6576 -0.2178 1.58
O 2.8613 0.5162 1.2179 0.30
C 3.1562 0.7028 2.4607 0.16
H 2.4541 0.5234 -3.4926 0.00
C -4.1822 -1.8860 -0.4377 0.27
H -1.5338 1.6232 -3.0328 0.00
P 0.2983 0.1118 -2.3975 0.15
H -1.5675 0.0692 4.0322 0.00
C -0.8816 -1.2067 -2.9439 0.04
H -4.2839 -5.1294 -1.4083 0.00
C 2.2926 3.6507 0.4923 0.03
H 3.8246 -2.6966 -0.4056 0.01
N -1.2999 0.1590 0.1577 0.17
C -5.4912 -1.4917 -0.7756 0.00
H 0.2433 4.7427 -1.6404 0.01
C -0.5279 1.4200 -3.4144 0.02
C -3.5144 0.4519 0.1858 0.00
C -6.3562 -2.4300 -1.3538 0.06
H 1.9340 2.8174 -3.1991 0.00
C 1.4278 -2.2335 1.5672 0.05
H -0.6437 1.0410 -4.4346 0.00
H 2.9652 3.8891 -2.1800 0.00
C -0.9493 0.8564 4.4824 0.00
H 1.3529 -0.4441 -4.4846 0.00
C 3.4754 -1.6590 -0.4724 0.02
H 5.2919 -0.4601 4.8777 0.01
H 1.7421 2.3121 2.7564 -0.01
H -5.8302 -0.4622 -0.6177 0.00
H 1.7463 -3.9217 -0.8038 0.01
H -0.4265 1.6893 -0.8799 0.13
C 4.0564 1.3006 5.0369 0.27
H -0.4680 2.9408 4.5510 0.00
H -0.7684 -2.1486 -2.4109 0.00
C -1.1310 2.1493 4.1706 0.00
```



# 3
# C23H38ClF9NO8PS3

The molecule C23H38ClF9NO8PS3 (ωB97M-V with the def2-TZVPD basis set, OMol25).

- total charge = 0
- E_LUMO (hartree) = 0.004

Structure (XYZ):
```
84
Properties=species:S:1:pos:R:3:mulliken_charge:R:1
F 2.2922 3.4177 -0.1203 -0.28
O 1.7013 -2.7276 -4.4445 -0.51
S 2.7665 4.9383 -0.1334 1.36
H -8.4745 1.5126 -1.2223 0.31
C -1.0017 0.1294 2.8475 -1.50
C 4.9011 -3.0710 0.4918 -0.22
C 3.5310 4.7268 -1.8614 0.51
H 0.5960 -3.8196 -1.5010 0.32
H -2.9419 -0.7186 2.9213 0.58
H -9.4386 0.1819 -1.8939 0.31
C 3.6355 2.1757 -2.3440 -1.79
H 2.2599 1.7489 1.5791 -0.27
H 4.0337 1.7746 -3.2687 0.61
H 2.8953 0.0001 -3.5488 0.55
F 3.2435 5.8761 -2.5351 -0.28
C 0.7461 -2.8587 -3.3989 -0.83
H 1.6922 -0.6035 -0.1621 -0.86
H 2.1091 -4.0456 -2.2925 0.48
O 0.8394 -4.1136 2.9724 -0.61
F 1.6260 3.4834 -2.6265 -0.23
P 0.9285 -3.9882 1.3694 0.52
H -4.2627 0.0857 -0.4451 0.46
H 3.8011 -1.1821 -1.3006 0.38
F 3.3116 3.8438 -3.9875 -0.37
H 5.7204 -3.4955 -0.0339 0.48
H 1.7623 1.5592 -1.3792 0.57
C -4.1970 -0.1721 0.6115 -0.96
H 2.8824 -2.2570 2.7485 0.86
C 0.3835 -0.2131 2.2462 -0.11
C 2.7022 1.1301 -1.7062 0.41
H 2.9582 2.3816 3.0840 0.57
C -8.7240 -0.2230 0.0569 0.62
O -7.8336 0.2740 0.9677 -0.33
H -0.0513 -3.9296 3.2907 0.40
C -6.5890 0.7093 0.3798 -0.78
H 1.9411 -3.6140 -4.7227 0.38
C -2.1925 -0.5262 2.1527 0.34
F 3.2668 6.4389 -0.0922 -0.33
H 0.0202 -3.6274 -3.6748 0.41
C -2.8694 0.3937 1.1415 -0.91
H -4.1842 -1.2579 0.6666 0.33
C 3.9908 -2.5505 1.0199 -1.39
C -5.4454 0.3638 1.3297 -0.56
H 3.4001 -2.0360 -2.7456 0.64
N 2.0024 -2.2654 -1.2636 0.83
H -5.8037 -0.3789 2.0353 0.31
H -1.9450 -1.4876 1.7160 -0.59
H -6.4430 0.2500 -0.5941 0.54
H -10.0894 1.2136 -0.6106 0.28
H 0.5241 0.3709 1.3366 0.05
F 4.8835 4.6331 -1.7347 -0.27
Cl -0.4663 -1.3139 -0.6591 -0.22
S 1.5895 0.5064 3.4845 1.46
C 1.2840 -1.6082 -0.2435 0.69
C -9.1933 0.7339 -0.9957 -0.83
H -5.2027 1.2532 1.9045 0.38
O 0.5082 -1.5913 2.1262 0.08
O -9.1468 -1.3264 0.1678 -0.53
H 0.1898 -1.9341 -3.3094 0.23
C 1.3552 -3.2900 -2.0632 -0.58
F 1.4105 5.3728 -0.8004 -0.29
O 2.2839 -0.5613 4.1483 -0.71
H -1.1442 -3.3835 1.3319 0.39
O 0.8863 1.4417 4.3230 -0.74
H 3.0052 -0.8707 1.6487 -0.77
H -0.9614 -0.2297 3.8716 0.51
F 4.1109 4.4792 0.5863 -0.33
C 1.4306 -2.1957 1.1892 1.20
S 2.0485 -5.3345 0.6436 -0.40
F 2.1000 5.1217 1.2821 -0.32
H -6.6262 1.7903 0.2497 0.24
H -2.2006 0.6839 0.3359 0.44
H 4.4945 2.3287 -1.7003 0.41
O -0.5881 -4.0234 0.8655 -0.62
C 2.8553 -1.9483 1.7086 0.26
C 2.4356 -0.1248 -2.5717 -0.74
H 3.2002 0.7798 -0.8016 -0.20
C 2.7312 1.4865 2.5218 -0.64
H -3.1023 1.3093 1.6846 0.45
H 1.3699 -0.1965 -2.7659 0.24
C 2.9677 -1.4342 -1.9535 -1.60
H -1.0954 1.2069 2.8400 0.62
H 3.6236 0.9067 2.3139 0.42
C 2.9856 3.5145 -2.6842 1.00
```



Let's list energy in order: -37486.92721, -65889.79778, -121108.60777 eV.